Formula: C33H42FN2SW
Source: OMol25
Level of theory: wB97M-V/def2-TZVPD

Element x y z (Å)
W -0.527 0.358 -0.230
C 3.986 1.389 1.637
C 2.976 1.890 0.598
C 3.080 3.414 0.471
C 3.190 1.191 -0.728
C 4.232 1.604 -1.542
C 4.441 1.027 -2.777
C 3.613 0.008 -3.199
C 2.568 -0.465 -2.411
C 1.722 -1.582 -2.990
C 1.584 -2.797 -2.074
C 0.355 -1.044 -3.412
C 2.358 0.142 -1.161
N 1.310 -0.236 -0.269
C 1.642 -0.927 0.859
C 0.823 -0.754 1.944
N -0.245 0.071 1.779
C -1.067 0.557 2.819
C -1.398 -0.096 4.027
C -2.328 0.517 4.867
C -2.922 1.728 4.587
C -2.571 2.386 3.425
C -1.666 1.815 2.548
C -1.204 2.633 1.367
C -2.282 3.439 0.650
C -0.067 3.551 1.827
C -0.826 -1.393 4.576
C -0.971 -2.620 3.667
C 0.607 -1.169 5.117
H 3.864 1.931 2.572
H 5.002 1.550 1.287
H 3.862 0.327 1.835
H 1.952 1.666 0.952
H 4.097 3.732 0.273
H 2.779 3.880 1.405
H 2.443 3.776 -0.331
H 4.881 2.394 -1.206
H 5.242 1.373 -3.408
H 3.780 -0.435 -4.168
H 2.231 -1.923 -3.898
H 1.066 -2.548 -1.147
H 2.566 -3.204 -1.842
H 1.007 -3.564 -2.587
H -0.155 -0.598 -2.537
H -0.266 -1.834 -3.830
H 0.476 -0.272 -4.167
H 2.566 -1.490 0.907
H 1.100 -1.160 2.902
H -2.577 0.021 5.793
H -3.632 2.167 5.268
H -2.991 3.352 3.203
H -0.763 1.925 0.585
H -2.598 4.290 1.250
H -3.155 2.831 0.419
H -1.880 3.834 -0.283
H -0.462 4.305 2.504
H 0.394 4.051 0.978
H 0.686 2.985 2.371
H -1.441 -1.637 5.448
H -0.594 -2.484 2.656
H -2.022 -2.900 3.601
H -0.437 -3.453 4.120
H 1.042 -0.240 4.751
H 1.258 -2.003 4.863
H 0.589 -1.096 6.201
F -5.874 1.676 0.806
C -4.841 0.881 0.516
C -4.326 0.058 1.508
C -3.240 -0.744 1.220
C -2.641 -0.729 -0.056
C -1.485 -1.573 -0.437
C -3.205 0.119 -1.049
C -4.314 0.900 -0.768
H -4.797 0.044 2.477
H -2.889 -1.436 1.972
H -1.645 -2.065 -1.404
H -1.266 -2.342 0.316
H -2.869 0.029 -2.081
H -4.780 1.511 -1.525
S -0.487 1.913 -1.805

Properties
E_LUMO: -4.287 eV
highest occupied orbital energy: -11.096 eV
total charge: +1
2S+1: 1
ΔE to the lowest compared entry with this formula, charge and spin: 7.4 kcal/mol
E: -53255.233 eV
frontier orbital gap: 0.2502 hartree